{"formula": "C32H60BNO12PS3", "method": "wB97M-V/def2-TZVPD", "elements": ["C", "C", "P", "C", "B", "O", "C", "C", "C", "C", "C", "C", "N", "C", "C", "C", "C", "C", "C", "C", "O", "C", "C", "C", "C", "C", "C", "C", "O", "H", "H", "H", "H", "H", "H", "H", "H", "H", "H", "H", "H", "H", "H", "H", "H", "H", "H", "H", "H", "H", "H", "H", "H", "H", "H", "H", "H", "H", "H", "H", "H", "H", "H", "H", "H", "O", "S", "O", "O", "C", "C", "C", "H", "H", "H", "H", "H", "H", "H", "H", "O", "S", "O", "O", "C", "C", "C", "H", "H", "H", "H", "H", "H", "H", "H", "O", "S", "O", "O", "C", "C", "C", "H", "H", "H", "H", "H", "H", "H", "H"], "positions_angstrom": [[-0.879, -4.748, 0.214], [-0.427, -3.192, 0.325], [0.728, -2.810, -1.148], [2.456, -2.627, -0.314], [0.396, -1.069, -1.893], [-0.199, 0.000, -1.051], [-0.923, 0.799, -2.053], [-0.520, 0.414, -3.568], [0.538, 1.442, -4.203], [2.046, 0.918, -4.295], [3.084, 1.842, -3.443], [3.018, 1.552, -1.867], [3.644, 2.644, -1.064], [4.881, 2.275, -0.425], [5.254, 3.594, 0.316], [4.138, 4.658, 0.003], [3.080, 3.956, -0.924], [-1.656, 0.165, -4.674], [-2.849, 1.243, -4.712], [-2.371, 2.706, -5.252], [-3.661, 1.293, -3.512], [-3.627, 2.557, -2.833], [-4.414, 2.319, -1.428], [-5.439, 1.166, -1.393], [-6.170, 0.904, -0.049], [-5.808, 1.821, 1.159], [-4.783, 2.980, 1.108], [-4.049, 3.250, -0.252], [-0.081, -0.967, -3.306], [0.069, -5.398, 0.319], [-1.297, -4.885, -0.843], [-1.589, -5.077, 1.044], [-1.305, -2.470, 0.417], [0.164, -3.115, 1.314], [2.546, -3.223, 0.654], [3.307, -2.787, -1.056], [2.508, -1.511, -0.003], [1.529, -0.650, -2.023], [-2.015, 0.604, -1.715], [-0.798, 1.902, -1.729], [0.537, 2.392, -3.562], [0.239, 1.788, -5.265], [2.211, -0.172, -4.015], [2.404, 1.020, -5.393], [4.134, 1.531, -3.806], [2.917, 2.954, -3.673], [1.902, 1.480, -1.570], [3.446, 0.506, -1.634], [5.417, 1.271, -0.464], [6.179, 3.748, 0.963], [4.065, 5.743, 0.367], [2.134, 4.386, -1.382], [-2.078, -0.893, -4.530], [-1.118, 0.155, -5.698], [-3.561, 0.870, -5.549], [-3.289, 3.356, -5.451], [-1.586, 3.185, -4.579], [-1.863, 2.561, -6.281], [-4.240, 3.389, -3.355], [-2.583, 2.910, -2.520], [-5.683, 0.478, -2.278], [-6.917, 0.042, 0.046], [-6.336, 1.595, 2.143], [-4.507, 3.629, 1.999], [-3.264, 4.066, -0.396], [-6.078, 6.966, 0.939], [-7.446, 6.737, 1.329], [-8.484, 7.699, 1.064], [-7.483, 6.346, 2.900], [-6.908, 7.252, 3.840], [-7.782, 8.475, 4.051], [-7.965, 5.170, 0.690], [-5.898, 7.536, 3.530], [-6.815, 6.713, 4.786], [-7.845, 9.077, 3.143], [-7.379, 9.107, 4.845], [-8.801, 8.179, 4.313], [-7.204, 4.422, 0.912], [-8.084, 5.275, -0.388], [-8.920, 4.904, 1.143], [4.958, -4.708, 1.304], [6.356, -4.977, 1.095], [7.212, -5.425, 2.162], [7.033, -3.693, 0.381], [6.924, -2.421, 1.023], [7.837, -2.320, 2.231], [6.523, -6.104, -0.259], [5.884, -2.217, 1.294], [7.220, -1.668, 0.288], [7.530, -3.013, 3.017], [7.816, -1.311, 2.649], [8.865, -2.573, 1.960], [5.906, -5.761, -1.088], [6.184, -7.082, 0.082], [7.573, -6.156, -0.547], [3.076, -8.239, 5.453], [1.923, -7.386, 5.312], [0.740, -7.816, 4.614], [2.396, -5.960, 4.718], [3.105, -5.939, 3.475], [2.184, -6.203, 2.299], [1.440, -6.811, 6.916], [3.936, -6.649, 3.495], [3.537, -4.941, 3.371], [1.783, -7.219, 2.331], [2.718, -6.084, 1.354], [1.331, -5.519, 2.316], [2.320, -6.451, 7.447], [0.999, -7.654, 7.449], [0.702, -6.019, 6.799]], "forces_ev_per_a": [[0.6, 0.6, -0.2], [0.2, -0.9, 1.2], [0.1, -1.5, 0.5], [-0.3, 1.8, 0.7], [1.8, 1.7, -0.2], [-1.2, 0.5, -2.4], [-1.7, 0.8, 2.3], [-0.5, -1.7, 0.6], [0.8, 0.1, 0.2], [1.1, 0.8, -0.4], [0.3, -1.1, -0.2], [-2.0, -0.2, -1.0], [0.4, -1.4, -0.3], [-1.1, 6.5, 1.8], [-2.8, -0.9, -2.2], [-0.4, -3.7, -1.6], [5.5, 0.0, 3.4], [-0.5, 0.4, 0.5], [0.3, 0.1, -2.4], [0.1, -0.9, -0.6], [1.0, 1.4, -0.5], [-1.4, 0.1, 2.4], [-0.4, -0.3, 1.0], [0.0, 1.7, 3.9], [3.0, 3.1, -0.6], [1.1, 0.3, -2.1], [-0.4, -2.0, -3.8], [-3.2, -3.4, 0.6], [-0.7, 1.3, -0.3], [-1.5, 1.0, -0.4], [0.4, -0.1, 1.6], [0.7, 0.5, -1.2], [1.1, -1.0, -0.3], [-0.8, 0.1, -1.4], [0.0, 0.4, -1.5], [-1.2, -0.1, 1.1], [0.2, -1.6, -0.4], [1.2, -0.5, 0.2], [1.3, 0.2, -1.5], [0.3, -1.3, -0.9], [0.0, -1.2, -0.8], [0.3, -0.7, 1.7], [-0.7, 1.4, -0.2], [-0.6, -0.2, 1.6], [-1.4, 0.8, 0.5], [0.2, -1.6, 0.4], [1.7, 0.0, -0.4], [-0.5, 2.0, -0.2], [-1.3, 1.7, -0.2], [-1.6, -0.2, -1.1], [0.2, -2.0, -0.6], [1.5, -1.2, 0.6], [0.5, 1.7, 0.1], [-1.0, 0.1, 1.5], [1.0, 0.5, 1.3], [1.4, -0.7, 0.5], [-1.3, -0.4, -0.8], [-0.8, 0.0, 1.6], [1.2, -1.3, 0.4], [-1.4, -0.5, -0.8], [0.8, 1.5, 1.4], [1.3, 1.5, 0.0], [0.9, 0.4, -1.4], [-0.6, -1.1, -1.2], [-1.3, -1.4, 0.3], [-0.7, 0.4, 0.3], [-0.1, -0.7, 0.1], [0.6, -0.1, 0.1], [-0.1, -0.2, -0.8], [0.2, 0.7, 0.5], [-0.1, 0.2, -0.2], [0.0, -0.1, 0.2], [-0.1, -0.1, -0.1], [-0.1, -0.2, -0.3], [0.0, -0.1, 0.1], [0.0, -0.1, 0.0], [0.1, 0.0, 0.0], [0.0, 0.1, 0.0], [0.1, 0.1, 0.1], [0.1, 0.1, 0.0], [0.8, -0.1, 0.3], [0.2, 0.3, -0.7], [-0.6, 0.2, -0.2], [-0.2, -1.0, -0.1], [0.0, 0.8, 0.6], [0.0, -0.2, 0.2], [0.1, 0.1, -0.1], [0.0, -0.2, -0.1], [-0.1, -0.4, -0.2], [0.0, 0.1, -0.1], [0.0, 0.0, -0.1], [-0.1, 0.1, 0.0], [0.0, 0.0, 0.1], [0.0, 0.1, 0.1], [-0.1, 0.0, 0.1], [-0.6, 0.1, -0.3], [0.2, 0.9, -0.2], [0.6, -0.2, 0.3], [-0.4, -0.7, 1.0], [0.4, 0.0, -1.2], [-0.2, -0.3, 0.0], [0.0, 0.1, 0.0], [-0.1, 0.0, 0.2], [-0.1, -0.1, 0.4], [0.0, 0.1, 0.0], [0.0, 0.1, 0.1], [0.1, 0.0, 0.0], [0.0, 0.0, -0.1], [0.1, 0.0, -0.2], [0.1, -0.1, -0.1]], "mulliken_charge": [-0.871, -0.530, -0.360, -0.620, 1.081, -0.603, -0.160, 2.048, -0.782, -0.601, -0.673, -0.068, 0.346, -0.235, -0.470, -0.540, -0.233, -1.577, 0.298, -1.202, -0.282, -0.104, 0.448, -0.312, -0.490, -0.379, -0.673, -0.404, -0.846, 0.087, 0.327, 0.316, 0.370, 0.235, 0.092, 0.278, 0.157, -0.512, -0.306, 0.093, 0.206, 0.304, 0.257, 0.347, 0.250, 0.225, -0.107, 0.122, 0.267, 0.298, 0.290, 0.333, 0.282, 0.321, 0.234, 0.415, 0.169, 0.379, 0.383, 0.075, 0.271, 0.320, 0.307, 0.360, 0.341, -0.620, 1.190, -0.623, -0.256, -0.340, -1.003, -0.662, 0.323, 0.273, 0.305, 0.383, 0.262, 0.062, 0.376, 0.347, -0.387, 1.105, -0.650, -0.347, -0.135, -1.049, -1.013, 0.219, 0.245, 0.292, 0.403, 0.268, 0.314, 0.377, 0.368, -0.642, 1.221, -0.605, -0.280, -0.329, -1.031, -0.943, 0.311, 0.149, 0.468, 0.484, 0.186, 0.308, 0.370, 0.310], "max_force_ev_per_a": 6.803, "total_energy_ev": -102679.1379, "lumo_ev": 2.07, "charge": -1}

---

{"formula": "C32H60N2O2P3Sr", "method": "wB97M-V/def2-TZVPD", "elements": ["C", "C", "C", "C", "C", "H", "H", "H", "N", "P", "P", "C", "H", "H", "C", "H", "C", "C", "C", "C", "C", "H", "H", "H", "C", "H", "H", "H", "C", "H", "H", "H", "C", "H", "H", "H", "C", "H", "H", "H", "C", "H", "H", "H", "C", "H", "H", "H", "C", "H", "H", "H", "C", "H", "H", "H", "C", "H", "H", "H", "C", "H", "H", "H", "C", "H", "H", "H", "Sr", "C", "O", "N", "C", "C", "C", "C", "C", "H", "H", "H", "H", "H", "H", "H", "H", "H", "C", "P", "C", "C", "O", "H", "H", "H", "H", "H", "H", "H", "H", "H"], "positions_angstrom": [[-2.154, 0.931, -1.797], [-2.516, -0.286, 0.170], [-3.510, 0.864, -2.157], [-3.769, -0.714, -0.369], [-4.304, -0.073, -1.478], [-3.865, 1.436, -3.016], [-4.292, -1.500, 0.195], [-5.316, -0.293, -1.823], [-1.647, 0.405, -0.663], [0.568, 1.131, -2.696], [-0.994, 0.246, 2.538], [-1.186, 1.668, -2.757], [-1.531, 1.509, -3.796], [-1.227, 2.754, -2.555], [-2.141, -0.611, 1.516], [-2.586, -1.505, 1.955], [-0.028, -1.237, 3.520], [-2.323, 1.199, 3.558], [0.575, -0.288, -3.974], [1.459, 2.702, -3.333], [1.345, -1.497, 2.855], [1.959, -0.587, 2.734], [1.921, -2.182, 3.502], [1.246, -2.031, 1.886], [0.185, -0.798, 4.971], [0.776, 0.127, 5.041], [-0.756, -0.647, 5.515], [0.741, -1.592, 5.496], [-0.793, -2.557, 3.457], [-0.249, -3.312, 4.052], [-1.820, -2.489, 3.839], [-0.823, -2.933, 2.426], [-1.668, 2.177, 4.543], [-1.069, 2.921, 4.002], [-2.444, 2.724, 5.104], [-1.016, 1.685, 5.272], [-3.212, 2.021, 2.607], [-2.644, 2.669, 1.931], [-3.851, 1.380, 1.997], [-3.861, 2.664, 3.217], [-3.186, 0.162, 4.279], [-3.720, -0.467, 3.557], [-2.629, -0.506, 4.947], [-3.935, 0.697, 4.882], [2.942, 2.376, -3.576], [3.464, 3.296, -3.879], [3.430, 2.007, -2.663], [3.092, 1.645, -4.381], [1.369, 3.744, -2.201], [0.338, 4.036, -1.968], [1.838, 3.382, -1.277], [1.904, 4.654, -2.513], [0.857, 3.320, -4.602], [-0.209, 3.550, -4.495], [1.383, 4.267, -4.796], [0.994, 2.713, -5.500], [-0.699, -1.144, -3.883], [-1.592, -0.597, -4.214], [-0.580, -2.012, -4.551], [-0.870, -1.525, -2.867], [1.784, -1.170, -3.610], [1.635, -1.696, -2.651], [1.907, -1.941, -4.384], [2.720, -0.595, -3.556], [0.714, 0.212, -5.414], [-0.129, 0.841, -5.720], [1.651, 0.746, -5.607], [0.714, -0.665, -6.079], [0.929, -0.133, 0.112], [-0.046, 2.470, 1.000], [-0.293, 3.595, 1.027], [0.691, -2.775, -0.473], [0.129, -3.800, -0.647], [-1.084, -4.762, -0.608], [-2.064, -4.314, 0.485], [-1.812, -4.603, -1.940], [-0.639, -6.196, -0.329], [-1.600, -4.381, 1.474], [-2.393, -3.284, 0.285], [-2.956, -4.957, 0.485], [-1.125, -4.690, -2.792], [-2.582, -5.379, -2.022], [-2.318, -3.626, -1.987], [-1.423, -6.880, -0.679], [0.325, -6.429, -0.799], [-0.523, -6.343, 0.751], [4.411, 3.435, 0.705], [3.957, 1.912, 1.537], [5.518, 1.102, 1.876], [3.239, 2.318, 3.141], [2.976, 1.054, 0.738], [5.209, 3.943, 1.272], [3.556, 4.121, 0.641], [4.791, 3.228, -0.306], [6.213, 1.792, 2.383], [5.349, 0.234, 2.529], [5.982, 0.771, 0.936], [2.288, 2.843, 2.990], [3.042, 1.380, 3.679], [3.889, 2.945, 3.770]], "forces_ev_per_a": [[-0.3, 0.6, -0.3], [0.8, -0.5, 0.8], [1.1, -0.1, -0.1], [-0.4, -0.1, -0.2], [0.4, -0.4, 0.7], [0.1, -0.3, 0.2], [-0.1, 0.6, -0.3], [0.3, 0.0, 0.1], [-0.3, 0.1, -0.2], [-0.1, 0.1, -0.1], [0.0, -0.7, 0.2], [-0.7, 0.0, 0.2], [0.0, 0.3, 0.5], [0.0, -0.5, -0.1], [0.6, -0.9, -1.8], [-0.4, 0.4, -0.1], [-1.0, 0.9, -0.2], [0.7, -0.4, 0.7], [0.5, 0.4, 0.1], [-0.1, -0.5, -0.1], [-0.1, 0.1, 0.1], [-0.2, -0.2, 0.0], [-0.2, 0.2, -0.2], [0.0, 0.2, 0.4], [0.3, -0.2, 0.1], [-0.1, -0.2, 0.0], [0.3, 0.0, -0.2], [-0.1, 0.2, 0.0], [0.1, -0.3, 0.1], [-0.2, 0.2, -0.1], [0.3, 0.0, -0.1], [-0.1, 0.3, 0.3], [0.0, 0.1, 0.1], [-0.1, -0.1, 0.1], [0.2, -0.2, -0.2], [-0.1, 0.0, -0.1], [0.1, -0.3, -0.1], [0.0, -0.1, 0.1], [0.1, 0.0, 0.0], [0.1, -0.1, -0.1], [-0.4, 0.2, 0.2], [0.1, 0.2, 0.1], [-0.1, 0.3, -0.1], [0.1, -0.2, -0.1], [0.1, 0.1, 0.0], [-0.1, -0.2, 0.1], [-0.1, 0.0, -0.2], [-0.1, 0.1, 0.2], [0.1, 0.0, 0.1], [0.2, -0.1, -0.1], [-0.1, 0.0, -0.1], [-0.1, -0.2, 0.0], [0.1, 0.2, -0.2], [0.2, 0.0, 0.0], [-0.2, -0.1, 0.1], [-0.1, 0.1, 0.3], [0.0, 0.1, 0.1], [0.2, -0.2, 0.1], [0.0, 0.2, 0.2], [0.0, 0.1, -0.1], [0.0, -0.1, -0.1], [0.0, 0.2, -0.3], [0.0, 0.1, 0.2], [-0.2, -0.1, 0.0], [0.0, -0.4, -0.3], [0.1, -0.1, 0.1], [-0.2, -0.1, 0.1], [0.0, 0.2, 0.1], [-0.9, 0.5, 0.1], [0.2, 3.0, -1.2], [0.2, -2.5, 0.4], [-1.1, -3.2, -0.8], [-0.5, 3.1, 1.5], [0.5, 0.1, -0.2], [0.2, 0.5, 0.2], [0.1, 0.1, -0.6], [0.3, -0.2, 0.1], [-0.2, 0.0, -0.2], [0.1, -0.2, 0.3], [0.4, 0.0, -0.2], [-0.2, -0.1, 0.1], [0.2, 0.1, 0.0], [0.3, -0.3, 0.0], [0.3, 0.1, 0.1], [-0.4, -0.1, -0.1], [0.1, 0.0, -0.2], [0.1, 0.5, -0.1], [-0.7, -0.4, -0.2], [0.3, -0.3, 0.1], [0.0, 0.1, 0.2], [0.7, 0.4, 0.4], [-0.3, -0.2, -0.2], [0.1, -0.2, -0.1], [-0.2, 0.0, 0.3], [-0.3, -0.2, -0.2], [0.1, 0.2, -0.2], [-0.2, 0.0, 0.3], [0.2, -0.1, 0.0], [0.0, 0.2, -0.2], [-0.1, -0.2, -0.3]], "mulliken_charge": [-0.851, -0.320, -0.874, -0.763, -0.955, 0.517, 0.442, 0.442, 1.722, 0.695, -0.382, -1.201, 0.665, 0.860, -0.670, 0.686, 2.819, 1.551, 2.023, 1.645, -2.213, 0.315, 0.565, 0.269, -1.906, 0.260, 0.330, 0.546, -1.954, 0.583, 0.264, 0.063, -1.601, 0.255, 0.489, 0.296, -1.647, 0.153, 0.239, 0.601, -1.534, 0.253, 0.204, 0.513, -1.785, 0.515, 0.159, 0.292, -1.667, 0.329, -0.057, 0.577, -1.735, 0.268, 0.545, 0.331, -1.818, 0.319, 0.615, 0.160, -1.572, 0.093, 0.510, 0.264, -2.062, 0.330, 0.375, 0.538, 2.163, 0.561, -0.269, -0.323, -0.691, 2.423, -1.354, -1.675, -1.712, 0.460, -0.036, 0.526, 0.404, 0.492, 0.281, 0.391, 0.382, 0.393, -1.129, 0.751, -1.281, -1.010, -0.794, 0.425, 0.329, 0.323, 0.412, 0.361, 0.337, 0.242, 0.235, 0.459], "max_force_ev_per_a": 3.509, "total_energy_ev": -69933.1240, "lumo_ev": -1.92, "e_above_lowest_ev": 0.000, "charge": 1}